[1]
Here is a 2-piece molecular cluster, C6H12NO overall from OMol25. Energies are from ωB97M-V/def2-TZVPD.

CARTESIAN COORDINATES (ANGSTROEM)
C1 2.420 -1.480 -0.142
C2 2.207 -0.180 -0.207
C3 -1.039 -1.186 0.686
C4 -1.326 -0.360 -0.591
C5 -0.465 0.145 0.437
C6 2.612 1.170 -0.008
N1 -2.703 0.138 -0.752
O1 -0.824 1.367 0.957
H1 3.428 -1.732 -0.153
H2 1.852 -2.392 -0.234
H3 -1.682 -1.525 1.547
H4 -0.263 -1.904 0.488
H5 -0.870 -0.869 -1.438
H6 3.613 1.337 -0.490
H7 1.941 1.993 -0.427
H8 2.639 1.340 0.998
H9 -2.982 0.304 0.228
H10 -3.385 -0.636 -1.025
H11 -2.911 0.915 -1.345
H12 -0.851 1.415 1.864

- total charge = +1
- HOMO energy (spin up / spin down) (hartree) = -0.428 / -0.394
- gap between HOMO and LUMO (spin up / spin down) (eV) = 8.14 / 7.20
- energy (Ha) = -365.318891
- 2S+1 = 1
- M (Da) = 114.17
- LUMO energy (spin up / spin down) (eV) = -3.51 / -3.52

The molecule's natural (NBO) atomic charges, reported in e, are given here:
1. C -0.52
2. C 0.22
3. C -0.51
4. C -0.15
5. C 0.25
6. C -0.74
7. N -0.67
8. O -0.70
9. H 0.23
10. H 0.23
11. H 0.25
12. H 0.25
13. H 0.25
14. H 0.25
15. H 0.26
16. H 0.25
17. H 0.45
18. H 0.45
19. H 0.45
20. H 0.49

---

[2]
Here is C6H12NO2P as an isolated structure from OMol25. Energies are from ωB97M-V/def2-TZVPD.

CARTESIAN COORDINATES (ANGSTROEM)
C1 -1.025 -2.214 -0.601
C2 0.317 -2.456 0.090
C3 0.043 1.709 -0.643
C4 0.724 1.258 0.438
C5 -1.331 2.298 -0.786
C6 2.131 0.892 0.426
N1 -1.748 -1.119 0.070
O1 0.335 -1.806 1.330
O2 -1.112 -0.017 2.497
P1 -0.856 -0.732 1.299
H1 -0.747 -1.885 -1.659
H2 -1.617 -3.140 -0.683
H3 0.442 -3.454 0.395
H4 1.242 -2.221 -0.550
H5 0.591 1.776 -1.570
H6 0.154 1.430 1.345
H7 -1.812 2.499 0.262
H8 -1.886 1.511 -1.322
H9 -1.282 3.243 -1.448
H10 2.500 0.780 -0.692
H11 2.153 -0.029 0.838
H12 2.781 1.675 0.965

- HOMO energy (spin up / spin down) (hartree) = -0.192 / -0.318
- gap between HOMO and LUMO (spin up / spin down) (eV) = 6.00 / 5.23
- energy (Ha) = -782.210856
- 2S+1 = 3
- M (Da) = 161.14
- LUMO energy (spin up / spin down) (eV) = 0.77 / -3.42
- expectation value of S² = 2.0104

The molecule's natural (NBO) atomic charges, reported in e, are given here:
1. C -0.32
2. C -0.11
3. C -0.15
4. C -0.19
5. C -0.67
6. C -0.65
7. N -0.73
8. O -0.78
9. O -1.06
10. P 2.04
11. H 0.23
12. H 0.23
13. H 0.19
14. H 0.18
15. H 0.17
16. H 0.24
17. H 0.22
18. H 0.24
19. H 0.23
20. H 0.20
21. H 0.24
22. H 0.24

---

[3]
Here is a 2-piece molecular cluster, C6H12NO2Si overall from OMol25. Energies are from ωB97M-V/def2-TZVPD.

CARTESIAN COORDINATES (ANGSTROEM)
C1 -2.562 1.986 0.600
C2 -1.237 1.693 0.561
C3 -2.562 -0.831 -0.584
C4 2.198 0.717 1.053
C5 0.650 -2.124 0.489
C6 1.360 -0.340 -1.820
N1 -0.837 0.495 0.182
O1 -2.386 -0.621 -1.704
O2 -2.980 -1.302 0.409
Si1 0.735 -0.202 0.083
H1 -3.063 2.897 0.939
H2 -3.229 1.314 0.027
H3 -0.473 2.444 0.656
H4 2.998 1.001 0.351
H5 1.868 1.486 1.764
H6 2.799 -0.068 1.664
H7 -0.315 -2.482 0.669
H8 1.106 -2.529 -0.443
H9 1.310 -2.341 1.402
H10 2.189 -1.183 -1.725
H11 0.639 -0.650 -2.531
H12 1.795 0.640 -2.041

- total charge = -1
- HOMO energy (hartree) = -0.096
- gap between HOMO and LUMO (eV) = 6.37
- energy (Ha) = -730.593056
- 2S+1 = 1
- M (Da) = 158.25
- LUMO energy (eV) = 3.74

The molecule's natural (NBO) atomic charges, reported in e, are given here:
1. C -0.66
2. C 0.04
3. C 1.07
4. C -1.12
5. C -1.09
6. C -1.09
7. N -1.15
8. O -0.58
9. O -0.59
10. Si 1.76
11. H 0.17
12. H 0.16
13. H 0.14
14. H 0.22
15. H 0.23
16. H 0.21
17. H 0.23
18. H 0.21
19. H 0.21
20. H 0.19
21. H 0.23
22. H 0.21

---

[4]
Here is one molecule with the formula C6H12NOP from OMol25. Energies are from ωB97M-V/def2-TZVPD.

CARTESIAN COORDINATES (ANGSTROEM)
C1 -2.128 0.521 0.164
C2 -1.466 0.321 -1.159
C3 -1.499 -0.371 1.207
C4 1.124 -0.249 -1.391
C5 -0.289 -0.671 -0.825
C6 2.698 0.070 1.469
N1 -0.288 -0.939 0.539
O1 1.496 1.012 -1.029
P1 1.882 1.544 0.490
H1 -2.143 1.609 0.325
H2 -3.335 0.381 0.261
H3 -2.224 -0.018 -1.937
H4 -1.035 1.311 -1.722
H5 -1.169 0.032 2.136
H6 -2.090 -1.151 1.568
H7 1.586 -1.204 -1.011
H8 1.038 -0.304 -2.560
H9 -0.564 -1.598 -1.294
H10 3.666 -0.146 0.921
H11 1.830 -0.702 1.476
H12 2.911 0.552 2.371

- HOMO energy (spin up / spin down) (hartree) = -0.333 / -0.272
- gap between HOMO and LUMO (spin up / spin down) (eV) = 8.92 / 7.20
- energy (Ha) = -707.004667
- 2S+1 = 1
- M (Da) = 145.14
- LUMO energy (spin up / spin down) (eV) = -0.13 / -0.19

The molecule's natural (NBO) atomic charges, reported in e, are given here:
1. C -0.45
2. C -0.44
3. C -0.30
4. C -0.06
5. C -0.16
6. C -0.99
7. N -0.27
8. O -0.78
9. P 0.79
10. H 0.23
11. H 0.21
12. H 0.22
13. H 0.22
14. H 0.22
15. H 0.21
16. H 0.19
17. H 0.19
18. H 0.23
19. H 0.23
20. H 0.28
21. H 0.22

---

[5]
Here is C6H12NOP as an isolated structure from OMol25. Energies are from ωB97M-V/def2-TZVPD.

CARTESIAN COORDINATES (ANGSTROEM)
C1 -0.797 1.785 -0.181
C2 -2.244 1.182 -0.243
C3 -2.282 -1.826 0.777
C4 1.673 -0.878 -1.096
C5 1.843 0.367 1.175
C6 1.309 0.363 -0.281
N1 -0.092 0.646 -0.305
O1 -0.417 2.922 -0.112
P1 -1.547 -0.535 -0.168
H1 -2.946 1.218 0.557
H2 -2.769 1.390 -1.161
H3 -1.578 -2.571 0.811
H4 -2.068 -1.508 1.810
H5 1.324 -0.879 -2.175
H6 2.698 -0.940 -1.156
H7 1.319 -1.815 -0.614
H8 1.878 1.297 1.805
H9 2.925 0.000 1.054
H10 1.159 -0.370 1.745
H11 1.861 1.097 -0.837
H12 -1.250 -0.946 -1.406

- HOMO energy (spin up / spin down) (hartree) = -0.198 / -0.340
- gap between HOMO and LUMO (spin up / spin down) (eV) = 6.20 / 6.80
- energy (Ha) = -706.929908
- 2S+1 = 3
- M (Da) = 145.14
- LUMO energy (spin up / spin down) (eV) = 0.81 / -2.44
- expectation value of S² = 2.0070

The molecule's natural (NBO) atomic charges, reported in e, are given here:
1. C 0.67
2. C -0.77
3. C -0.58
4. C -0.60
5. C -0.62
6. C -0.07
7. N -0.63
8. O -0.60
9. P 0.91
10. H 0.24
11. H 0.25
12. H 0.19
13. H 0.19
14. H 0.22
15. H 0.21
16. H 0.20
17. H 0.24
18. H 0.21
19. H 0.20
20. H 0.21
21. H -0.05

---

[6]
Here is an isolated ion of composition C6H12NOS and charge +1 from OMol25. Energies are from ωB97M-V/def2-TZVPD.

CARTESIAN COORDINATES (ANGSTROEM)
C1 0.239 0.820 -1.245
C2 0.115 1.282 1.412
C3 1.382 -0.299 -1.454
C4 0.730 0.089 2.076
C5 -0.868 -0.720 0.340
C6 -1.647 -1.459 -0.624
N1 -0.486 0.704 0.049
O1 1.497 -1.074 -0.386
S1 -0.335 -1.256 1.881
H1 0.524 1.922 -1.273
H2 -0.477 0.748 -2.094
H3 -0.864 1.617 1.839
H4 0.681 2.086 1.166
H5 1.290 -0.897 -2.352
H6 2.482 0.118 -1.533
H7 1.540 -0.144 1.337
H8 1.016 0.333 3.169
H9 -2.005 -2.444 -0.149
H10 -0.882 -1.818 -1.317
H11 -2.535 -0.864 -0.879
H12 -1.396 1.255 0.036

- total charge = +1
- HOMO energy (spin up / spin down) (hartree) = -0.424 / -0.486
- gap between HOMO and LUMO (spin up / spin down) (eV) = 6.12 / 8.47
- energy (Ha) = -763.572475
- 2S+1 = 1
- M (Da) = 146.24
- LUMO energy (spin up / spin down) (eV) = -5.42 / -4.76

The molecule's natural (NBO) atomic charges, reported in e, are given here:
1. C -0.27
2. C -0.15
3. C -0.10
4. C -0.66
5. C 0.12
6. C -0.74
7. N -0.44
8. O -0.56
9. S 0.57
10. H 0.24
11. H 0.24
12. H 0.21
13. H 0.23
14. H 0.18
15. H 0.23
16. H 0.31
17. H 0.30
18. H 0.28
19. H 0.29
20. H 0.25
21. H 0.45

---

[7]
Here is an isolated ion of composition C6H12NOS and charge +1 from OMol25. Energies are from ωB97M-V/def2-TZVPD.

CARTESIAN COORDINATES (ANGSTROEM)
C1 0.180 -0.828 -0.323
C2 -0.622 0.201 -0.491
C3 -0.048 1.583 -0.375
C4 1.867 -0.313 -0.044
C5 2.492 -1.079 1.094
C6 -2.099 0.130 -0.778
N1 -2.847 0.238 0.522
O1 2.453 -0.460 -1.265
S1 1.586 1.459 0.420
H1 0.021 -1.881 -0.416
H2 0.065 2.026 -1.366
H3 -0.653 2.247 0.245
H4 3.538 -0.788 1.190
H5 2.444 -2.151 0.910
H6 1.991 -0.854 2.031
H7 -2.372 -0.804 -1.270
H8 -2.390 0.970 -1.409
H9 -2.713 -0.616 1.078
H10 -3.853 0.389 0.371
H11 -2.455 1.026 1.058
H12 3.414 -0.496 -1.182

- total charge = +1
- HOMO energy (spin up / spin down) (hartree) = -0.269 / -0.468
- gap between HOMO and LUMO (spin up / spin down) (eV) = 4.17 / 5.63
- energy (Ha) = -763.538407
- 2S+1 = 3
- M (Da) = 146.24
- LUMO energy (spin up / spin down) (eV) = -3.15 / -7.10
- expectation value of S² = 2.0080

The molecule's natural (NBO) atomic charges, reported in e, are given here:
1. C -0.33
2. C -0.27
3. C -0.59
4. C 0.12
5. C -0.67
6. C -0.27
7. N -0.72
8. O -0.67
9. S 0.78
10. H 0.23
11. H 0.25
12. H 0.23
13. H 0.22
14. H 0.26
15. H 0.24
16. H 0.24
17. H 0.22
18. H 0.44
19. H 0.41
20. H 0.42
21. H 0.48

---

[8]
Here is an isolated ion of composition C6H12NS and charge +1 from OMol25. Energies are from ωB97M-V/def2-TZVPD.

CARTESIAN COORDINATES (ANGSTROEM)
C1 -0.646 0.302 0.060
C2 0.045 1.146 -0.995
C3 1.606 0.991 -0.786
C4 -1.277 -0.969 -0.331
C5 2.175 -0.397 -1.111
C6 -0.740 0.175 2.543
N1 -0.380 0.570 1.259
S1 2.044 1.851 0.738
H1 -0.317 0.940 -1.975
H2 -0.351 2.186 -0.737
H3 2.119 1.698 -1.493
H4 -0.574 -1.491 -1.020
H5 -2.270 -0.693 -0.751
H6 -1.469 -1.503 0.547
H7 3.269 -0.487 -1.362
H8 1.717 -0.964 -1.878
H9 2.041 -1.140 -0.249
H10 -1.907 0.532 2.722
H11 -0.109 0.740 3.245
H12 -0.626 -0.856 2.919

- total charge = +1
- HOMO energy (spin up / spin down) (hartree) = -0.508 / -0.519
- gap between HOMO and LUMO (spin up / spin down) (eV) = 6.28 / 6.67
- energy (Ha) = -688.356649
- 2S+1 = 1
- M (Da) = 130.24
- LUMO energy (spin up / spin down) (eV) = -7.54 / -7.44

The molecule's natural (NBO) atomic charges, reported in e, are given here:
1. C 0.39
2. C -0.44
3. C -0.42
4. C -0.67
5. C -0.66
6. C -0.48
7. N -0.30
8. S 0.51
9. H 0.25
10. H 0.27
11. H 0.30
12. H 0.26
13. H 0.27
14. H 0.24
15. H 0.26
16. H 0.24
17. H 0.23
18. H 0.24
19. H 0.25
20. H 0.25